No. 1
ORCA calculation (ωB97M-V/def2-TZVPD) on an isolated molecule of C5H12N at a distorted geometry.

## Properties
E_HOMO (alpha / beta) = -3.125 / -12.103 eV
HOMO-LUMO gap (alpha / beta) = 4.10 / 12.87 eV
Multiplicity = 2
ΔE to the lowest compared entry with this formula, charge and spin = 141.4 kJ/mol
E_tot = -252.331894 a.u.

Each atom is followed by the atoms it is bonded to, with distances in Å.
Positions of all 18 atoms, in Å:
1 C -0.45 1.66 -1.27  C2 1.499, H7 1.088, H8 1.089, H9 1.101
2 C -0.66 0.53 -0.31  C1 1.499, N3 1.570, C6 1.548, H10 1.086
3 N -0.01 -0.79 -0.87  C2 1.570, C4 1.482, H11 1.044, H12 1.065
4 C 0.89 -1.32 0.18  N3 1.482, C5 1.552, H13 1.082, H14 1.084
5 C 0.26 -0.77 1.48  C4 1.552, C6 1.521, H15 1.084, H16 1.089
6 C 0.00 0.67 1.08  C2 1.548, C5 1.521, H17 1.085, H18 1.096
7 H -0.72 1.34 -2.28  C1 1.088
8 H 0.52 2.16 -1.26  C1 1.089
9 H -1.13 2.49 -1.03  C1 1.101
10 H -1.69 0.26 -0.09  C2 1.086
11 H 0.54 -0.55 -1.73  N3 1.044
12 H -0.75 -1.48 -1.20  N3 1.065
13 H 0.95 -2.40 0.25  C4 1.082
14 H 1.87 -0.86 0.05  C4 1.084
15 H -0.67 -1.31 1.63  C5 1.084
16 H 0.97 -0.90 2.29  C5 1.089
17 H 0.87 1.32 1.02  C6 1.085
18 H -0.78 1.04 1.75  C6 1.096

Mulliken population analysis, charges in e, atoms 1 to 8: -1.347, -0.431, -0.807, -1.332, -0.832, -0.891, 0.583, 0.400

No. 2
ORCA calculation (ωB97M-V/def2-TZVPD) on the ion C5H12N with charge +1 at a distorted geometry.

## Properties
Total charge = +1
E_HOMO = -13.638 eV
HOMO-LUMO gap = 6.31 eV
ΔE to the lowest compared entry with this formula, charge and spin = 449.4 kJ/mol
E_tot = -252.059942 a.u.

Each atom is followed by the atoms it is bonded to, with distances in Å.
Positions of all 18 atoms, in Å:
1 C 0.33 -0.90 -1.86  C2 1.620, N6 1.458, H7 1.102, H8 1.090
2 C -0.63 0.12 -1.05  C1 1.620, C3 1.485, H9 1.112, H10 1.116
3 C 0.20 0.84 -0.05  C2 1.485, C4 1.440, H11 1.116
4 C -0.47 1.19 1.18  C3 1.440, C5 1.584, H12 1.049, H16 1.183
5 C -0.62 0.33 2.50  C4 1.584, H13 1.129, H14 1.123, H15 1.153
6 N 1.23 -1.46 -0.85  C1 1.458, H17 1.007, H18 1.040
7 H 0.88 -0.37 -2.65  C1 1.102
8 H -0.23 -1.74 -2.26  C1 1.090
9 H -1.48 -0.46 -0.64  C2 1.112
10 H -1.11 0.73 -1.85  C2 1.116
11 H 0.80 1.57 -0.64  C3 1.116
12 H -0.07 2.12 1.45  C4 1.049
13 H 0.27 -0.35 2.64  C5 1.129
14 H -1.58 -0.27 2.56  C5 1.123
15 H -0.66 1.04 3.40  C5 1.153
16 H -1.64 1.28 1.00  C4 1.183
17 H 1.38 -0.86 -0.06  N6 1.007
18 H 2.01 -1.99 -1.30  N6 1.040

Mulliken population analysis, charges in e, atoms 1 to 8: -0.496, -0.515, -0.049, -0.513, -0.952, -0.382, 0.309, 0.329

No. 3
ORCA calculation (ωB97M-V/def2-TZVPD) on a cluster of 2 separate species, C5H12N in total at a distorted geometry.

## Properties
Total charge = +1
E_HOMO = -15.209 eV
HOMO-LUMO gap = 9.64 eV
ΔE to the lowest compared entry with this formula, charge and spin = 213.0 kJ/mol
E_tot = -252.150000 a.u.

Each atom is followed by the atoms it is bonded to, with distances in Å.
Positions of all 18 atoms, in Å:
1 C -1.19 1.52 1.93  C2 1.509, H3 1.089, H4 1.093, H5 1.094
2 C -0.19 0.40 1.72  C1 1.509, H6 1.093, H7 1.090, H8 1.091
3 H -1.89 1.34 2.74  C1 1.089
4 H -1.79 1.77 1.05  C1 1.093
5 H -0.73 2.48 2.17  C1 1.094
6 H -0.62 -0.46 1.19  C2 1.093
7 H 0.71 0.79 1.24  C2 1.090
8 H 0.15 -0.02 2.67  C2 1.091
9 C 1.18 -0.93 -1.07  C10 1.325, N12 1.411, H13 1.074
10 C 1.86 -2.03 -1.39  C9 1.325, H14 1.084, H15 1.077
11 C -0.71 0.47 -1.64  N12 1.280, H16 1.081, H17 1.081
12 N -0.04 -0.62 -1.71  C9 1.411, C11 1.280, H18 1.020
13 H 1.56 -0.18 -0.41  C9 1.074
14 H 1.44 -2.68 -2.14  C10 1.084
15 H 2.80 -2.27 -0.92  C10 1.077
16 H -1.65 0.49 -2.18  C11 1.081
17 H -0.44 1.28 -0.98  C11 1.081
18 H -0.45 -1.36 -2.27  N12 1.020

Mulliken population analysis, charges in e, atoms 1 to 8: -1.003, -0.556, 0.336, 0.273, 0.302, 0.261, 0.068, 0.374